DFT (ωB97M-V with the def2-TZVPD basis set) results for a cluster of 2 separate species, C6H13N in total.

net charge: 0
HOMO-LUMO gap: 0.3927 hartree

CARTESIAN COORDINATES (ANGSTROEM)
C 1.105 0.581 -1.902
C 0.864 1.237 -0.577
N -0.277 1.661 -0.228
C -0.390 2.278 1.076
H 1.883 1.116 -2.461
H 1.449 -0.449 -1.755
H 0.182 0.567 -2.486
H 1.739 1.330 0.090
H -1.151 1.749 1.662
H 0.552 2.285 1.649
H -0.738 3.310 0.957
C -1.158 -1.752 -0.782
C -0.411 -2.223 0.213
C -0.177 -1.508 1.513
H -1.295 -2.312 -1.704
H -1.641 -0.778 -0.713
H 0.075 -3.193 0.102
H -0.420 -2.151 2.368
H 0.875 -1.215 1.623
H -0.790 -0.603 1.578